Record 1
The following is a DFT calculation (ωB97M-V with the def2-TZVPD basis set) of a molecular structure, C12H24BrF12N2O16S4V in a non-equilibrium geometry.

Summary:
- Highest occupied orbital energy: -3.71 eV
- Kohn-Sham gap: 6.72 eV
- Energy above the lowest of the compared OMol25 structures with the same formula, charge and spin: 34.28 kcal/mol
- Net charge: -2
- Energy: -220258.3761 eV
- Lowest unoccupied orbital energy: 3.01 eV

```
72
Properties=species:S:1:pos:R:3:forces:R:3:lowdin_charge:R:1
O -16.2980 9.5986 -16.4114 -0.741 -0.128 -0.668 -0.363
V -16.2472 8.8611 -17.8192 3.365 1.989 -0.519 0.651
O -15.1987 9.7587 -18.7277 -2.740 -1.583 2.024 -0.374
C -19.7912 9.2356 -15.3499 -1.441 -0.947 0.551 -0.047
C -19.9791 10.5972 -14.7679 0.847 0.834 -1.007 -0.284
C -18.7470 11.0600 -14.0869 2.704 0.708 0.813 -0.213
O -18.8641 12.2990 -13.4354 -0.617 0.431 0.755 -0.194
C -19.2022 12.2702 -12.0460 -0.517 1.194 -1.286 -0.086
N -20.1085 11.5304 -16.0084 -0.515 -1.010 0.728 0.215
H -19.3040 11.3869 -16.6332 0.363 -0.201 -0.162 0.045
H -20.8951 11.1517 -16.5290 -0.210 0.508 -0.274 0.146
H -20.1860 12.5174 -15.7845 -0.073 0.086 0.019 0.153
H -20.5634 8.9876 -16.0821 0.093 0.184 -0.245 0.093
H -19.9803 8.5035 -14.5632 0.551 -0.104 0.044 0.097
H -18.8265 9.1190 -15.8061 0.589 -0.214 -0.157 0.049
H -20.8251 10.7536 -14.0986 -0.333 -0.058 -0.415 0.150
H -17.9089 11.2882 -14.7556 -0.370 -0.580 -0.795 0.141
H -18.2354 10.3614 -13.4175 -0.741 -0.574 0.063 0.152
H -20.2466 11.9691 -11.9288 0.093 -0.590 0.333 0.078
H -19.2123 13.3375 -11.8225 0.257 -0.095 0.558 0.087
H -18.4832 11.7320 -11.4303 -0.087 -0.181 -0.060 0.092
C -13.5465 11.1973 -20.3255 0.236 -1.047 -1.156 -0.028
C -14.5868 11.6690 -21.3659 -0.214 0.091 0.926 -0.286
C -14.6745 10.8557 -22.6441 0.999 1.285 0.200 -0.184
O -15.6089 11.5726 -23.4709 0.466 -0.952 -0.365 -0.170
C -15.7737 10.8642 -24.6695 -1.176 -0.532 -0.781 -0.137
N -15.9606 11.6740 -20.7554 -0.013 -1.362 0.181 0.207
H -16.1533 10.6943 -20.5159 -0.016 -0.203 0.675 0.067
H -15.9739 12.2647 -19.9236 -0.032 0.207 0.362 0.086
H -16.7292 11.9091 -21.3756 0.325 0.457 -0.361 0.153
H -12.5772 11.1639 -20.8295 0.196 0.842 0.047 0.082
H -13.6280 10.1350 -20.0849 -0.605 0.224 0.096 0.072
H -13.5475 11.7532 -19.3908 -0.008 0.132 -0.197 0.078
H -14.4124 12.7261 -21.5671 0.183 -0.051 -0.413 0.144
H -14.9190 9.8005 -22.5065 -0.208 0.461 0.025 0.094
H -13.6687 10.9142 -23.0704 0.072 0.002 -0.387 0.130
H -16.5557 11.3282 -25.2735 0.179 0.490 0.047 0.080
H -16.1700 9.8512 -24.5405 0.170 -0.128 0.570 0.090
H -14.8875 10.7355 -25.2967 0.387 0.419 0.251 0.083
C -17.6320 6.5419 -21.4304 2.006 1.199 0.706 -0.640
F -18.6504 7.1154 -20.7899 -0.335 -1.084 0.157 0.101
F -17.4712 5.2193 -21.2422 -1.027 0.776 0.234 0.127
F -17.8289 6.7534 -22.7260 -0.178 -0.175 -0.835 0.115
S -16.0316 7.4116 -20.8672 0.310 -1.116 0.766 0.544
O -16.1930 7.4509 -19.4070 -0.642 -0.378 -0.579 -0.401
O -15.0124 6.4923 -21.2902 -0.123 0.255 -0.369 -0.273
O -16.0143 8.7220 -21.4932 -0.807 -0.303 0.086 -0.337
C -17.2445 14.0573 -16.9291 1.771 0.350 -0.854 -0.626
F -17.9758 12.9393 -16.9845 -0.423 0.025 -0.259 0.074
F -17.8921 15.0587 -17.5575 -0.361 -0.315 0.262 0.099
F -17.1276 14.3765 -15.6433 -0.072 0.098 0.057 0.125
S -15.5230 13.8065 -17.7587 3.018 -0.604 0.612 0.476
O -15.6451 14.0365 -19.1992 -1.195 0.999 0.241 -0.354
O -14.6353 14.6979 -17.0154 -1.579 0.666 -0.660 -0.334
O -15.1271 12.4432 -17.5453 -1.207 -0.762 0.530 -0.307
C -17.2937 5.6566 -14.7122 -0.328 0.192 -1.346 -0.654
F -17.3236 4.3785 -14.3478 -0.235 -0.177 0.456 0.124
F -18.4583 6.2550 -14.3463 0.264 -0.079 0.744 0.077
F -16.2655 6.2311 -14.0963 -0.402 0.197 -0.036 0.148
S -17.2306 5.7245 -16.5653 1.985 -2.823 -2.274 0.482
O -18.2789 4.8615 -17.0773 -0.946 0.908 1.115 -0.311
O -17.3653 7.1266 -16.9100 -0.416 1.226 0.255 -0.390
O -15.9473 5.1345 -16.8776 -0.060 0.735 0.873 -0.290
C -12.4190 6.2914 -15.6235 -1.094 -0.582 -1.278 -0.638
F -11.1212 5.9960 -15.7763 0.227 0.317 0.043 0.101
F -13.0731 5.1075 -15.7489 0.123 0.700 0.100 0.096
F -12.6077 6.7335 -14.3889 -0.021 0.140 0.481 0.120
S -12.9517 7.5946 -16.9179 0.752 0.670 -1.900 0.518
O -12.2240 8.7533 -16.4204 -0.197 -0.772 0.001 -0.324
O -12.5153 7.0516 -18.2042 0.188 0.107 1.447 -0.321
O -14.3999 7.7577 -16.8961 -0.606 -0.403 0.754 -0.358
Br -18.5256 9.9371 -18.8381 0.188 0.009 0.453 0.080
```
Positions in Å, forces in eV/Å.


Record 2
The following is a DFT calculation (ωB97M-V with the def2-TZVPD basis set) of 6 unconnected molecules or ions with the total composition C12H24Cl12 in a non-equilibrium geometry.

Summary:
- Highest occupied orbital energy: -10.65 eV
- Kohn-Sham gap: 11.11 eV
- Energy above the lowest of the compared OMol25 structures with the same formula, charge and spin: 36.32 kcal/mol
- Net charge: 0
- Energy: -163102.6574 eV
- Lowest unoccupied orbital energy: 0.46 eV
- SMILES: ClCCCl.ClCCCl.ClCCCl.ClCCCl.ClCCCl.ClCCCl

```
48
Properties=species:S:1:pos:R:3:forces:R:3:lowdin_charge:R:1
Cl -2.3823 0.3305 5.4740 0.268 -0.273 0.768 0.502
C -1.2837 -0.9228 4.7724 0.547 1.063 -0.850 -0.674
C -0.5267 -1.8972 5.6603 -0.442 0.623 1.493 -0.626
Cl -0.0842 -3.3207 4.6456 -0.393 0.270 0.566 0.534
H -0.5819 -0.2800 4.2098 -0.373 -0.816 -0.142 0.064
H -1.9814 -1.4593 4.1498 0.287 -0.270 -0.457 0.033
H -1.1826 -2.0825 6.5609 0.726 -0.703 -1.074 0.092
H 0.4357 -1.5283 6.0603 -0.614 0.088 -0.391 0.073
Cl -2.7468 -0.4610 -2.8439 -0.495 0.083 0.462 0.576
C -1.1779 -0.2745 -3.6476 -0.202 0.649 0.013 -0.670
C -1.4451 0.5026 -4.9081 0.332 -0.737 -0.835 -0.623
Cl 0.0526 0.6854 -5.9593 -0.731 -0.265 0.654 0.500
H -0.8764 -1.2694 -3.8468 0.648 -0.811 -0.296 0.045
H -0.5053 0.2079 -2.9554 0.211 0.138 0.112 0.041
H -1.7978 1.4893 -4.7309 -0.151 0.786 0.314 0.050
H -2.2231 -0.0375 -5.4592 0.439 0.184 -0.256 0.069
Cl -2.3865 -3.3861 0.9757 0.561 1.957 -0.346 0.607
C -2.8433 -5.0134 1.2501 0.824 -0.742 2.080 -0.741
C -1.7239 -5.9154 0.9281 2.202 -2.533 0.228 -0.644
Cl -2.1497 -7.6316 1.3860 -0.443 -0.013 0.218 0.498
H -3.5788 -5.2518 0.5501 -1.907 -0.336 -0.378 0.050
H -3.0582 -5.1186 2.3530 -0.400 -0.070 -1.426 0.099
H -0.7817 -5.8206 1.4900 -0.536 0.772 -0.181 0.069
H -1.4541 -6.1191 -0.1065 -0.272 1.023 -0.174 0.064
Cl 2.3890 3.2814 0.5116 -0.056 -0.661 0.305 0.533
C 2.2865 4.9672 0.0014 -0.667 -0.094 0.040 -0.711
C 3.4799 5.7411 0.4449 0.635 0.112 -0.298 -0.630
Cl 3.4732 5.7787 2.2742 0.261 0.454 -1.120 0.509
H 1.4330 5.4364 0.5204 -0.002 -0.438 -0.667 0.070
H 2.1658 4.8850 -1.0893 0.011 0.618 0.424 0.074
H 3.4187 6.7224 -0.0505 -0.008 0.084 0.898 0.086
H 4.4186 5.3035 0.0900 -0.157 -0.108 0.438 0.072
Cl -0.7628 3.1607 -1.1823 -0.283 -0.171 0.433 0.514
C -1.4077 2.7423 0.4647 -0.450 0.950 -1.323 -0.620
C -1.4988 1.3203 0.7204 0.917 -1.760 1.432 -0.631
Cl 0.0529 0.3550 0.6292 -0.729 0.588 -0.084 0.493
H -2.4466 3.1109 0.4993 0.573 0.239 0.088 0.094
H -0.7730 3.1887 1.1821 0.582 0.874 0.572 0.050
H -2.2150 0.8472 0.1267 -0.813 -0.901 -1.335 0.034
H -1.8597 1.1854 1.7424 0.175 0.084 0.092 0.077
Cl 4.2783 1.1849 -3.4461 0.674 0.404 -0.269 0.570
C 2.8817 0.3159 -2.8020 0.049 0.698 -0.106 -0.694
C 3.1358 -1.1298 -2.9262 -1.481 -1.864 -1.476 -0.634
Cl 1.8170 -2.0207 -2.0348 0.198 0.191 -0.286 0.521
H 2.0411 0.6743 -3.4117 0.022 -0.378 0.570 0.053
H 2.8172 0.5659 -1.7541 -0.391 0.349 0.170 0.053
H 4.0291 -1.5370 -2.5498 1.229 0.202 0.962 0.046
H 3.1288 -1.5056 -3.9688 -0.377 0.459 0.438 0.086
```
Positions in Å, forces in eV/Å.


net charge of number 1 (C12H24BrF12N2O16S4V)? -2


Which of these has the highest net charge? C12H24Cl12


Among the records above, which one has the highest lowest unoccupied orbital energy? C12H24BrF12N2O16S4V